Molecular formula: C38H85CdN5O16
Method: DFT, wB97M-V/def2-TZVPD

Cartesian coordinates (Å):
O: 1.922 -2.965 0.109
H: 2.194 -2.605 -0.738
H: 2.649 -3.469 0.484
H: 1.645 -2.310 0.754
Cd: 0.925 -1.249 3.688
C: 4.756 -1.448 4.288
C: 5.904 -1.926 4.641
C: 6.536 -3.181 3.991
O: 7.630 -3.675 4.341
C: 5.936 -3.858 2.996
C: 4.608 -3.399 2.529
C: 3.936 -2.223 3.356
O: 2.713 -2.059 3.337
O: 4.054 -3.936 1.486
O: 6.549 -1.099 5.370
H: 4.272 -0.632 4.805
H: 6.287 -4.768 2.533
C: -0.559 -0.316 -0.572
C: 0.077 -0.131 0.827
O: 0.647 -1.171 1.581
H: -0.866 0.656 -0.958
H: -1.373 -0.988 -0.301
H: 0.060 -0.945 -1.212
H: -0.622 0.284 1.553
H: 0.840 0.642 0.736
C: 6.358 0.850 1.638
O: 5.558 0.464 0.532
C: 4.262 0.978 0.545
C: 3.523 0.675 -0.766
N: 3.469 -0.801 -1.045
C: 3.753 -1.194 -2.427
C: 3.647 -2.672 -2.466
O: 2.333 -2.989 -2.458
C: 1.707 -3.066 -3.718
H: 6.602 1.912 1.654
H: 7.326 0.361 1.531
H: 5.955 0.513 2.593
H: 4.352 2.056 0.676
H: 3.808 0.675 1.489
H: 3.791 1.200 -1.683
H: 2.478 0.977 -0.697
H: 4.276 -1.015 -0.476
H: 4.753 -0.920 -2.764
H: 3.065 -0.708 -3.118
H: 4.103 -3.049 -1.550
H: 4.168 -3.274 -3.211
H: 0.637 -3.094 -3.516
H: 1.912 -3.907 -4.381
H: 1.908 -2.169 -4.304
C: 0.779 2.764 -5.376
O: -0.025 3.449 -6.333
C: -1.321 3.864 -5.900
C: -2.448 2.898 -5.819
N: -2.608 2.262 -4.533
C: -3.803 1.395 -4.386
C: -3.599 0.155 -5.275
O: -2.381 -0.503 -4.791
C: -2.601 -1.389 -3.735
H: 1.802 2.792 -5.751
H: 0.408 1.764 -5.150
H: 0.682 3.309 -4.437
H: -1.640 4.718 -6.498
H: -1.254 4.380 -4.942
H: -2.314 2.159 -6.609
H: -3.369 3.448 -6.012
H: -1.892 1.551 -4.494
H: -4.608 2.034 -4.749
H: -4.022 1.072 -3.369
H: -3.407 0.440 -6.309
H: -4.450 -0.526 -5.308
H: -2.672 -0.854 -2.788
H: -1.673 -1.959 -3.700
H: -3.515 -1.955 -3.918
C: -1.883 -4.314 -1.053
O: -2.776 -5.244 -0.413
C: -3.826 -5.764 -1.269
C: -5.090 -4.927 -1.282
N: -5.832 -5.119 0.018
C: -6.721 -4.053 0.345
C: -8.025 -4.028 -0.469
O: -8.773 -2.902 -0.041
C: -10.236 -2.958 -0.134
H: -2.152 -3.280 -0.836
H: -1.873 -4.416 -2.138
H: -0.894 -4.471 -0.624
H: -4.113 -6.715 -0.819
H: -3.501 -6.012 -2.279
H: -5.574 -5.063 -2.250
H: -4.814 -3.876 -1.374
H: -5.146 -5.227 0.751
H: -6.118 -3.146 0.315
H: -6.992 -4.221 1.387
H: -8.472 -4.985 -0.198
H: -7.761 -4.020 -1.526
H: -10.721 -3.684 0.519
H: -10.727 -3.040 -1.103
H: -10.699 -2.037 0.222
C: -4.608 -3.649 3.575
O: -5.336 -2.532 3.027
C: -4.615 -1.619 2.173
C: -3.645 -0.470 2.736
N: -4.266 0.696 3.276
C: -5.243 0.413 4.382
C: -6.396 1.528 4.531
O: -7.038 1.301 5.718
C: -8.342 2.054 5.774
H: -3.629 -3.241 3.826
H: -4.554 -4.455 2.843
H: -5.096 -3.932 4.508
H: -5.205 -1.131 1.397
H: -3.965 -2.240 1.557
H: -3.113 -0.106 1.858
H: -2.871 -0.789 3.434
H: -4.413 1.502 2.685
H: -4.736 0.422 5.347
H: -5.635 -0.594 4.237
H: -7.043 1.054 3.792
H: -6.094 2.549 4.300
H: -8.119 2.870 6.461
H: -9.098 1.305 6.009
H: -8.581 2.360 4.756
C: 10.915 6.992 1.046
O: 9.535 6.888 0.683
C: 8.652 6.912 1.877
C: 7.165 6.607 1.501
N: 7.151 5.422 0.554
C: 5.925 5.274 -0.197
C: 4.600 4.841 0.563
O: 3.605 4.445 -0.348
C: 2.342 4.082 0.330
H: 11.288 7.975 1.336
H: 11.612 6.580 0.316
H: 11.140 6.381 1.921
H: 8.751 7.858 2.407
H: 8.994 6.121 2.545
H: 6.740 7.522 1.089
H: 6.623 6.191 2.350
H: 8.032 5.399 0.060
H: 5.969 4.553 -1.013
H: 5.653 6.202 -0.700
H: 4.264 5.607 1.262
H: 4.893 4.062 1.266
H: 1.730 3.279 -0.082
H: 1.718 4.972 0.415
H: 2.529 3.740 1.348

Results
Energy = -85540.7429 eV
Frontier orbital gap = 2.9 eV
Charge = 0
Spin multiplicity = 1
LUMO = -3.59 eV

Löwdin atomic charge list, values in e, 6 entries: number 1, O, carries 0.24; number 2, H, carries 0.07; number 3, H, carries 0.08; number 4, H, carries 0.06; number 5, Cd, carries 1.43; number 6, C, carries -0.05